{"formula": "C26H57N10", "method": "the ωB97M-V functional and the def2-TZVPD basis", "energy_ev": -42786.623, "spin_multiplicity": 1, "total_charge": 1, "lumo_ev": -1.72, "homo_ev": -11.63, "relative_energy_ev": 0.389, "molar_mass_g_mol": 509.8, "species": ["C", "C", "C", "H", "C", "H", "H", "C", "C", "C", "H", "H", "H", "H", "H", "H", "C", "N", "C", "N", "H", "N", "C", "N", "H", "N", "C", "H", "C", "C", "H", "C", "C", "H", "C", "N", "C", "N", "H", "N", "H", "H", "C", "N", "H", "N", "H", "C", "H", "H", "C", "C", "H", "H", "C", "C", "C", "H", "H", "H", "H", "H", "H", "H", "H", "C", "C", "H", "H", "H", "H", "H", "H", "H", "H", "H", "H", "H", "H", "H", "H", "H", "H", "H", "H", "H", "H", "H", "H", "H", "H", "H", "H"], "coordinates": [[-7.46979, -1.28666, 0.85626], [-7.95765, -0.80473, -0.50599], [-7.07685, 0.29056, -1.10935], [-7.55923, 0.67295, -2.01142], [-5.68065, -0.21254, -1.47139], [-5.16290, -0.52018, -0.56229], [-5.78756, -1.09555, -2.10787], [-4.83666, 0.82176, -2.22630], [-4.58165, 2.11510, -1.43570], [-3.94249, 1.94606, -0.06171], [-4.56936, 1.33589, 0.58438], [-2.95379, 1.50083, -0.13737], [-3.83138, 2.92136, 0.40761], [-5.53531, 2.62995, -1.31277], [-3.94666, 2.76555, -2.04267], [-5.39775, 1.11961, -3.11953], [-3.53877, 0.17404, -2.75365], [-2.83669, -0.62199, -1.76994], [-1.58484, -0.41341, -1.28784], [-0.84059, 0.61816, -1.46167], [-1.21640, 1.32797, -2.07734], [-1.04164, -1.44956, -0.55473], [-1.49365, -1.87273, 0.58181], [-0.78046, -2.83448, 1.22230], [-0.06504, -3.28901, 0.68141], [-2.61992, -1.40491, 1.18652], [-2.75108, -1.23110, 2.62380], [-3.78746, -1.44546, 2.89980], [-2.38350, 0.19768, 3.04292], [-0.97328, 0.57787, 2.59514], [-0.87832, 0.40733, 1.52169], [-0.63770, 2.03984, 2.88612], [0.62793, 2.48216, 2.14909], [1.37587, 1.68769, 2.20772], [0.35003, 2.80250, 0.67272], [1.57032, 2.96369, -0.09099], [2.36733, 1.96394, -0.55869], [3.61395, 2.09730, -0.81963], [4.01284, 3.00122, -0.60309], [1.74208, 0.74452, -0.78976], [-1.24710, -3.40019, 1.91019], [0.68994, 0.73003, -0.94820], [2.38147, -0.39082, -1.15952], [1.63866, -1.49534, -1.21823], [2.05178, -2.34892, -1.54808], [3.66980, -0.36307, -1.42566], [4.06368, 0.59601, -1.28557], [4.56327, -1.46984, -1.66588], [4.02664, -2.31083, -2.10965], [5.30032, -1.13216, -2.39645], [5.29399, -1.92600, -0.38858], [5.94875, -0.74185, 0.33496], [5.17408, -0.06658, 0.70494], [6.48143, -1.13220, 1.20463], [6.94042, 0.04480, -0.52025], [7.67514, 1.09831, 0.30676], [8.64827, 1.90429, -0.54412], [8.12158, 2.41988, -1.34427], [9.16200, 2.64594, 0.06197], [9.39494, 1.25205, -0.99092], [6.94336, 1.77137, 0.75932], [8.22101, 0.60980, 1.11640], [6.42237, 0.55026, -1.33696], [7.67020, -0.64168, -0.95505], [6.08208, -2.61711, -0.70373], [4.35378, -2.67023, 0.56951], [3.98857, -4.07388, 0.09724], [3.47002, -4.06695, -0.85936], [3.34455, -4.55970, 0.82628], [4.88559, -4.67749, -0.01471], [3.44961, -2.07758, 0.72734], [4.85209, -2.76056, 1.53602], [2.07316, 3.81640, 0.11537], [-0.24984, 2.01568, 0.21751], [-0.20880, 3.73842, 0.59827], [1.04478, 3.36758, 2.63267], [-0.50087, 2.17119, 3.95998], [-1.46964, 2.67754, 2.58025], [-0.24624, -0.06772, 3.09245], [-3.10025, 0.89569, 2.60478], [-2.46600, 0.27520, 4.12724], [-2.10134, -1.94090, 3.13483], [-3.07712, -0.66079, 0.67202], [0.62766, -1.47406, -1.01240], [-3.22648, -1.53686, -1.60222], [-2.86929, 0.95250, -3.12684], [-3.79124, -0.47625, -3.59826], [-7.00443, 1.11338, -0.39645], [-8.96918, -0.41010, -0.39512], [-8.00881, -1.65124, -1.19415], [-8.18552, -1.98349, 1.28473], [-7.36152, -0.44747, 1.54070], [-6.51261, -1.79766, 0.77670]]}



{"formula": "C20H51ClN7O3P3", "method": "the ωB97M-V functional and the def2-TZVPD basis", "energy_ev": -78527.153, "spin_multiplicity": 1, "lumo_ev": 0.05, "homo_ev": -7.85, "smiles": "CN(C)P(=O)(N(C)C)N(C)C.CN(C)P(=O)(N(C)C)N(C)C.C=CCP(CC(=O)Cl)NCCC", "molar_mass_g_mol": 566.0, "species": ["C", "N", "C", "P", "O", "N", "C", "C", "N", "C", "C", "H", "H", "H", "H", "H", "H", "H", "H", "H", "H", "H", "H", "H", "H", "H", "H", "H", "H", "C", "N", "C", "P", "O", "N", "C", "C", "N", "C", "C", "H", "H", "H", "H", "H", "H", "H", "H", "H", "H", "H", "H", "H", "H", "H", "H", "H", "H", "C", "C", "C", "P", "C", "C", "O", "Cl", "N", "C", "C", "C", "H", "H", "H", "H", "H", "H", "H", "H", "H", "H", "H", "H", "H", "H", "H"], "coordinates": [[-5.28910, 2.05092, -3.84228], [-5.60947, 3.01414, -2.81014], [-7.01690, 3.35016, -2.65489], [-4.49613, 3.93411, -1.90098], [-4.99824, 3.77937, -0.50904], [-2.97539, 3.17390, -1.77906], [-2.40459, 2.28850, -2.77462], [-2.52911, 2.78324, -0.44439], [-3.93816, 4.91370, -3.20597], [-2.95874, 5.93529, -2.75893], [-4.97976, 5.63174, -3.96587], [-4.60107, 2.44598, -4.59777], [-6.18920, 1.75610, -4.38143], [-4.86015, 1.13631, -3.42483], [-7.29943, 4.25971, -3.20433], [-7.26118, 3.51228, -1.60368], [-7.65398, 2.53945, -3.00654], [-2.78680, 1.26496, -2.68384], [-1.31831, 2.24390, -2.65196], [-2.57843, 2.64725, -3.78743], [-3.01019, 1.85972, -0.10042], [-2.73290, 3.56663, 0.28034], [-1.44932, 2.62653, -0.44500], [-3.40747, 6.66586, -2.07859], [-2.56032, 6.46480, -3.62453], [-2.12057, 5.46468, -2.25182], [-5.63161, 6.23527, -3.32739], [-5.59342, 4.93646, -4.53581], [-4.50594, 6.29253, -4.69107], [3.00629, -4.53254, -2.67713], [2.57036, -3.55886, -1.70208], [1.14502, -3.27363, -1.65594], [3.55580, -2.55554, -0.71570], [3.00392, -2.96998, 0.62709], [5.11418, -3.25833, -0.45674], [5.80218, -4.12915, -1.38869], [5.46842, -3.61968, 0.90915], [4.26110, -1.69001, -2.04791], [5.15323, -0.58757, -1.59957], [3.30950, -1.07663, -3.00047], [3.73573, -4.13080, -3.38985], [2.16187, -4.87687, -3.27453], [3.43626, -5.41866, -2.20212], [0.87288, -2.39126, -2.25455], [0.83415, -3.07729, -0.62772], [0.54995, -4.11344, -2.01319], [5.45553, -5.16717, -1.31299], [6.87659, -4.12682, -1.17928], [5.69753, -3.79185, -2.41727], [5.00200, -4.56098, 1.22645], [5.17727, -2.84293, 1.60995], [6.55321, -3.72929, 0.98877], [4.60458, 0.19309, -1.06536], [5.64354, -0.13907, -2.46343], [5.93264, -0.96920, -0.94550], [2.57636, -0.43091, -2.51060], [2.78090, -1.84070, -3.56700], [3.86103, -0.47845, -3.72499], [-2.66405, -0.54220, 6.24314], [-1.37455, -0.82879, 6.11296], [-0.33733, 0.22543, 5.82760], [0.05027, 0.55243, 4.02380], [-1.45777, -0.11977, 3.16505], [-1.30344, 0.17137, 1.69916], [-0.46659, 0.86303, 1.23016], [-2.46590, -0.60487, 0.58621], [1.27493, -0.50602, 3.47351], [2.51180, -0.49333, 4.25933], [3.21451, -1.84175, 4.25057], [2.39731, -2.98057, 4.88722], [-2.98613, 0.48023, 6.41129], [-3.44483, -1.29123, 6.23429], [-1.00102, -1.84029, 6.24393], [0.56009, 0.00452, 6.40666], [-0.72891, 1.17003, 6.21293], [-1.44728, -1.20699, 3.28793], [-2.36640, 0.29297, 3.59252], [0.94738, -1.44553, 3.27585], [3.18631, 0.21034, 3.76113], [2.39403, -0.13395, 5.28515], [3.44136, -2.14754, 3.22342], [4.13853, -1.75936, 4.82396], [1.32592, -2.88987, 4.69286], [2.68882, -3.91896, 4.41640], [2.52675, -3.04832, 5.96646]]}



{"formula": "C16H30ClIN4O10P3S", "method": "the ωB97M-V functional and the def2-TZVPD basis", "energy_ev": -102817.469, "spin_multiplicity": 1, "total_charge": 1, "lumo_ev": -5.34, "homo_ev": -11.00, "molar_mass_g_mol": 725.8, "species": ["C", "C", "C", "C", "O", "C", "C", "C", "N", "P", "O", "O", "O", "C", "N", "P", "O", "Cl", "P", "O", "I", "N", "C", "C", "C", "C", "S", "O", "O", "O", "H", "H", "H", "H", "H", "H", "H", "H", "H", "H", "H", "H", "H", "H", "H", "H", "H", "H", "H", "C", "C", "C", "O", "C", "N", "H", "H", "H", "H", "H", "H", "H", "H", "H", "H", "H"], "coordinates": [[5.13834, -3.44080, -0.93403], [3.90980, -3.31086, -1.60108], [2.59647, -2.79052, -2.42945], [1.15164, -3.34811, -1.78749], [1.31053, -4.53231, -0.93575], [0.39120, -4.58008, 0.19496], [-1.19173, -4.89268, -0.19018], [-2.50750, -5.27414, -0.55724], [0.59742, -3.39421, 1.09274], [2.18171, -3.64002, 1.87142], [1.89552, -3.75178, 3.45665], [3.26746, -2.23970, 1.74425], [3.11054, -5.01564, 1.45566], [0.55035, -2.05675, 0.31412], [0.59640, -0.85048, 1.03253], [0.54820, -0.69971, 2.81785], [-0.52076, -1.92632, 3.53242], [-0.41736, 1.12891, 3.43467], [0.75200, 0.76539, 0.20456], [-0.80905, 1.61034, 0.24386], [2.49137, 2.14687, 1.36973], [0.51666, -2.14936, -1.16821], [-0.59582, -1.51989, -1.90794], [-1.79220, -2.43822, -2.52120], [-3.31139, -2.07779, -1.92268], [-3.38842, -1.90335, -0.30557], [-5.20243, -1.75039, 0.28239], [-5.44966, -0.39029, 1.04151], [-5.49609, -2.96070, 1.21080], [-6.28542, -1.68121, -1.07781], [6.29157, -3.65634, -0.71023], [2.71976, -3.15332, -3.56070], [2.52031, -1.61931, -2.48845], [0.60153, -3.76554, -2.76464], [0.69040, -5.54625, 0.83314], [-3.40730, -5.97725, -0.90074], [3.28066, -1.92313, 0.79465], [3.40521, -5.07063, 0.50407], [-0.30182, -2.04060, 4.50718], [-0.79767, 2.22186, -0.57480], [-0.08553, -0.94318, -2.82485], [-1.16188, -0.64091, -1.33088], [-1.89584, -2.11594, -3.67081], [-1.58478, -3.59056, -2.58063], [-4.15042, -2.78288, -2.39097], [-3.54786, -1.00031, -2.38244], [-2.76632, -2.65789, 0.33212], [-2.92946, -0.82673, -0.06675], [-6.95658, -2.43093, -0.93761], [0.89731, 7.72252, 2.02957], [-0.09334, 7.01679, 1.10675], [0.42065, 5.66036, 0.57114], [1.38667, 5.76902, -0.47837], [2.71184, 6.01094, -0.03169], [-0.45743, 7.92632, 0.01036], [1.72268, 8.18945, 1.48472], [0.39410, 8.52262, 2.58755], [1.31963, 7.02526, 2.75984], [-0.99532, 6.81447, 1.69802], [-0.43229, 5.12789, 0.13093], [0.79654, 5.02334, 1.38053], [2.92807, 5.51001, 0.91670], [2.88703, 7.08502, 0.05271], [3.40033, 5.62624, -0.78998], [-1.19009, 7.48720, -0.54769], [0.34182, 7.96621, -0.62924]]}